[1]
{
  "formula": "C35H58OP2Rh",
  "method": "ωB97M-V/def2-TZVPD",
  "species": ["Rh", "C", "C", "C", "C", "C", "C", "H", "H", "H", "C", "H", "H", "H", "C", "H", "H", "H", "C", "H", "H", "H", "C", "H", "H", "H", "C", "C", "C", "C", "C", "C", "C", "C", "H", "H", "H", "H", "H", "H", "H", "H", "H", "H", "H", "H", "P", "C", "C", "P", "C", "C", "C", "H", "H", "H", "H", "H", "H", "H", "H", "H", "H", "H", "H", "H", "H", "C", "C", "C", "C", "C", "C", "C", "C", "C", "C", "C", "C", "O", "H", "H", "H", "H", "H", "H", "H", "H", "H", "H", "H", "H", "H", "H", "H", "H", "H"],
  "positions_angstrom": [[0.732, 2.182, -0.181], [2.593, 2.198, 1.206], [2.200, 3.441, 0.581], [0.374, 2.602, 1.809], [1.497, 1.698, 1.948], [0.827, 3.765, 1.026], [3.967, 1.611, 1.218], [4.462, 1.582, 0.236], [3.981, 0.590, 1.615], [4.581, 2.226, 1.895], [1.519, 0.480, 2.808], [2.410, -0.145, 2.625], [0.629, -0.160, 2.670], [1.549, 0.791, 3.866], [-0.986, 2.288, 2.317], [-1.130, 2.666, 3.327], [-1.111, 1.197, 2.378], [-1.749, 2.696, 1.649], [-0.064, 4.793, 0.426], [-0.226, 5.670, 1.054], [-1.049, 4.354, 0.207], [0.352, 5.127, -0.539], [3.072, 4.201, -0.345], [3.388, 5.121, 0.147], [2.584, 4.445, -1.295], [3.973, 3.624, -0.578], [1.574, -1.559, -0.937], [2.848, -1.203, -1.268], [3.173, 0.047, -2.107], [2.019, 0.751, -2.870], [0.948, 1.605, -2.241], [-0.358, 1.163, -1.844], [-0.764, -0.245, -1.556], [0.306, -1.395, -1.708], [3.853, -0.158, -2.960], [1.535, -0.002, -3.560], [3.612, 0.822, -1.422], [0.535, -1.486, -2.828], [1.383, -1.809, 0.107], [3.656, -1.397, -0.553], [-0.331, -2.264, -1.457], [-1.269, -0.218, -0.564], [-1.200, 1.852, -1.974], [-1.570, -0.592, -2.250], [2.557, 1.454, -3.530], [0.956, 2.621, -2.668], [0.934, -1.329, -4.736], [0.889, -3.157, -4.883], [1.962, -0.690, -6.072], [-1.182, 1.107, -4.541], [-0.733, -0.659, -5.074], [-0.557, 1.901, -6.089], [-2.953, 0.953, -5.042], [0.009, -3.558, -4.362], [1.793, -3.581, -4.415], [0.863, -3.388, -5.958], [1.623, -1.202, -6.975], [3.008, -0.907, -5.875], [1.852, 0.388, -6.159], [-2.990, 0.554, -6.070], [-3.398, 1.950, -4.961], [-3.450, 0.273, -4.341], [-1.474, -1.363, -4.643], [-0.733, -0.618, -6.181], [-1.083, 2.851, -6.214], [-0.756, 1.230, -6.935], [0.514, 2.106, -5.996], [-2.084, -3.167, 0.784], [-1.689, -3.895, 2.079], [-0.164, -4.068, 2.138], [-2.243, -3.194, 3.298], [-3.169, -3.793, 4.106], [-3.634, -3.195, 5.282], [-3.097, -1.975, 5.674], [-2.163, -1.313, 4.924], [-1.511, -0.025, 5.392], [-2.587, 1.022, 5.755], [-0.631, -0.285, 6.614], [-1.783, -1.836, 3.607], [-1.131, -1.139, 2.783], [-1.670, -2.144, 0.792], [-3.172, -3.075, 0.728], [-1.732, -3.727, -0.095], [-2.143, -4.898, 2.063], [0.329, -3.085, 2.157], [0.112, -4.602, 3.057], [0.203, -4.652, 1.280], [-3.541, -4.780, 3.817], [-4.389, -3.695, 5.882], [-3.428, -1.515, 6.615], [-0.887, 0.368, 4.572], [-3.201, 0.665, 6.594], [-2.116, 1.966, 6.051], [-3.234, 1.207, 4.901], [0.125, -1.048, 6.388], [-0.113, 0.639, 6.934], [-1.228, -0.650, 7.469]],
  "total_charge": 1,
  "multiplicity": 5,
  "homo_energy_ev": [-9.26, -9.29],
  "s_squared": 6.05
}

***

[2]
{
  "formula": "C18H22N2O6S",
  "method": "ωB97M-V/def2-TZVPD",
  "species": ["C", "C", "O", "C", "O", "C", "C", "S", "C", "C", "O", "N", "C", "C", "O", "N", "C", "C", "C", "C", "C", "O", "C", "C", "O", "C", "C", "H", "H", "H", "H", "H", "H", "H", "H", "H", "H", "H", "H", "H", "H", "H", "H", "H", "H", "H", "H", "H", "H"],
  "positions_angstrom": [[1.514, 3.774, 1.248], [1.371, 3.940, -0.257], [1.178, 2.699, -0.940], [0.004, 2.095, -0.795], [-0.906, 2.514, -0.086], [-0.154, 0.899, -1.585], [-1.344, 0.273, -1.452], [-2.545, 0.873, -0.349], [-3.636, -0.560, -0.707], [-2.930, -1.433, -1.700], [-3.312, -2.512, -2.097], [-1.759, -0.858, -2.114], [-0.942, -1.511, -3.121], [0.194, -2.260, -2.407], [1.357, -1.942, -2.518], [-0.266, -3.252, -1.618], [0.484, -3.641, -0.428], [0.435, -2.473, 0.524], [-0.720, -2.183, 1.227], [-0.821, -1.008, 1.960], [0.225, -0.102, 1.993], [0.225, 1.070, 2.678], [-0.982, 1.502, 3.259], [1.405, -0.390, 1.269], [2.384, 0.552, 1.330], [3.520, 0.379, 0.516], [1.491, -1.567, 0.549], [2.254, 3.013, 1.478], [0.567, 3.463, 1.678], [1.815, 4.721, 1.688], [0.526, 4.599, -0.484], [2.284, 4.346, -0.699], [0.648, 0.555, -2.210], [-4.585, -0.215, -1.118], [-3.840, -1.110, 0.210], [-1.588, -2.208, -3.660], [-0.531, -0.766, -3.804], [-1.266, -3.395, -1.582], [0.026, -4.538, -0.011], [1.512, -3.854, -0.728], [-1.553, -2.871, 1.208], [-1.734, -0.802, 2.496], [-1.332, 0.808, 4.031], [-1.758, 1.638, 2.499], [-0.757, 2.461, 3.722], [3.245, 0.297, -0.540], [4.128, 1.270, 0.662], [4.097, -0.503, 0.813], [2.372, -1.791, -0.030]],
  "multiplicity": 1,
  "homo_energy_ev": -8.00,
  "smiles": "CCOC(=O)/C=C1\\SCC(=O)N1CC(=O)NCc1ccc(OC)c(OC)c1",
  "relative_energy_ev": 1.374
}

***

[3]
{
  "formula": "C24H42AsNPtSeSi2",
  "method": "ωB97M-V/def2-TZVPD",
  "species": ["Pt", "C", "Si", "C", "C", "C", "C", "C", "C", "C", "C", "N", "Si", "C", "C", "C", "H", "H", "H", "H", "H", "H", "H", "H", "H", "H", "H", "H", "H", "H", "H", "H", "H", "H", "H", "H", "H", "H", "C", "C", "C", "C", "C", "C", "Se", "C", "C", "C", "H", "H", "H", "H", "H", "H", "H", "H", "H", "H", "H", "C", "As", "C", "C", "H", "H", "H", "H", "H", "H", "H", "H", "H"],
  "positions_angstrom": [[-0.115, -0.277, 0.472], [0.148, 2.802, 2.046], [-1.066, 2.655, 0.623], [-1.350, 4.408, 0.004], [-2.715, 2.039, 1.274], [-0.380, 1.516, -0.744], [1.098, 1.640, -0.762], [1.977, 2.373, -1.551], [3.339, 2.213, -1.346], [3.808, 1.327, -0.381], [2.889, 0.627, 0.380], [1.587, 0.828, 0.203], [-1.296, 1.517, -2.356], [-3.099, 1.091, -2.030], [-0.416, 0.359, -3.547], [-1.369, 3.156, -3.282], [-0.292, 3.440, 2.818], [1.086, 3.266, 1.722], [0.390, 1.842, 2.508], [-1.533, 5.066, 0.859], [-2.221, 4.474, -0.651], [-0.484, 4.799, -0.538], [-2.919, 2.498, 2.247], [-2.721, 0.956, 1.407], [-3.536, 2.303, 0.603], [1.591, 3.039, -2.312], [4.044, 2.775, -1.947], [4.866, 1.181, -0.217], [3.162, -0.078, 1.155], [-3.242, 0.381, -1.216], [-3.586, 0.704, -2.930], [-3.625, 2.010, -1.753], [-0.093, -0.566, -3.068], [0.480, 0.861, -3.925], [-1.039, 0.104, -4.409], [-1.772, 3.976, -2.688], [-2.019, 3.030, -4.155], [-0.387, 3.464, -3.655], [0.194, 1.912, 7.344], [0.364, 1.061, 6.113], [-0.724, 0.484, 5.477], [-0.577, -0.309, 4.343], [-1.799, -0.914, 3.718], [0.701, -0.535, 3.813], [0.968, -1.662, 2.268], [1.815, 0.044, 4.443], [3.230, -0.101, 3.936], [1.621, 0.825, 5.579], [-0.858, 2.012, 7.611], [0.598, 2.915, 7.189], [0.718, 1.478, 8.198], [-1.722, 0.649, 5.870], [-2.710, -0.526, 4.175], [-1.784, -2.004, 3.821], [-1.821, -0.697, 2.651], [3.359, -0.987, 3.322], [3.928, -0.150, 4.774], [3.504, 0.767, 3.330], [2.491, 1.267, 6.058], [-2.230, -2.262, -1.863], [-1.695, -1.991, -0.011], [-0.914, -3.739, 0.296], [-3.446, -2.201, 0.817], [-2.913, -3.112, -1.880], [-1.357, -2.496, -2.468], [-2.726, -1.389, -2.273], [-1.625, -4.512, 0.006], [-0.644, -3.827, 1.345], [-0.010, -3.823, -0.305], [-3.780, -3.228, 0.678], [-4.145, -1.530, 0.318], [-3.417, -1.964, 1.877]],
  "multiplicity": 1,
  "homo_energy_ev": -7.05,
  "relative_energy_ev": 0.000
}

***

[4]
{
  "formula": "C22H32EuGeN3OS",
  "method": "ωB97M-V/def2-TZVPD",
  "species": ["Eu", "N", "C", "S", "N", "N", "C", "C", "C", "C", "C", "C", "C", "O", "H", "H", "H", "H", "H", "H", "H", "C", "C", "C", "C", "C", "C", "C", "C", "C", "C", "H", "H", "H", "H", "H", "H", "H", "H", "H", "H", "H", "H", "H", "H", "C", "Ge", "C", "C", "C", "H", "H", "H", "H", "H", "H", "H", "H", "H", "H", "H"],
  "positions_angstrom": [[0.663, -0.009, -0.305], [-1.535, -2.659, -3.048], [-0.574, -2.267, -2.199], [0.873, -1.460, -2.841], [-0.655, -2.621, -0.918], [0.419, -2.516, -0.205], [0.935, -3.327, 0.664], [2.334, -3.175, 1.259], [2.857, -4.224, 1.997], [4.119, -4.116, 2.556], [4.907, -2.932, 2.301], [4.353, -1.845, 1.700], [3.014, -1.852, 1.200], [2.530, -0.795, 0.615], [-1.424, -2.496, -4.102], [-2.241, -3.314, -2.749], [0.300, -4.247, 0.927], [2.241, -5.125, 2.105], [4.456, -4.837, 3.295], [5.837, -2.876, 2.857], [4.837, -0.897, 1.679], [-3.332, -0.208, 1.051], [-2.507, -0.341, 2.316], [-2.114, -1.804, 2.687], [-1.307, 0.571, 2.213], [-1.614, 1.953, 2.060], [-0.686, 2.967, 1.907], [0.714, 2.604, 2.082], [1.800, 3.680, 2.109], [1.049, 1.283, 2.367], [0.034, 0.264, 2.443], [-4.252, -0.692, 1.279], [-2.804, -0.729, 0.267], [-3.521, 0.837, 0.769], [-3.190, 0.106, 3.166], [-1.717, -2.251, 1.839], [-3.049, -2.292, 3.104], [-1.327, -1.762, 3.486], [-2.661, 2.277, 2.004], [-0.974, 3.963, 1.634], [1.259, 4.601, 2.162], [2.415, 3.763, 1.148], [2.536, 3.618, 2.910], [2.114, 1.154, 2.606], [0.296, -0.734, 2.721], [-1.642, 0.803, -4.761], [-1.006, 2.080, -3.327], [0.963, 2.369, -3.698], [-1.725, 3.796, -3.709], [-1.334, 1.444, -1.482], [-1.807, 1.357, -5.695], [-2.638, 0.400, -4.539], [-0.796, 0.152, -4.865], [0.916, 2.342, -4.853], [1.626, 1.546, -3.376], [1.436, 3.303, -3.397], [-2.831, 3.713, -3.450], [-1.621, 4.185, -4.747], [-1.298, 4.368, -2.892], [-2.015, 0.591, -1.463], [-1.638, 2.317, -0.864]],
  "multiplicity": 7,
  "homo_energy_ev": [-7.27, -7.30],
  "s_squared": 12.41
}

***

Asked for E_tot across the records above, the calculation gives -2236.442390; -1658.278258; -6330.074267; -4282.342912 Eh in order.
Asked for max |F| across the records above, the calculation gives 4.99; 1.29; 0.62; 5.25 eV/A in order.